# 1
ORCA calculation (wB97M-V/def2-TZVPD) on a molecular structure, C34H24AsBr2N8O3S4Y in a non-equilibrium geometry.

Values from the calculation:
E_LUMO = 3.58 eV
electronic energy = -299029.2593 eV
orbital gap = 0.1833 Eh
charge = -2

Last column: Löwdin charge in e.
CARTESIAN COORDINATES (ANGSTROEM)
Y -0.65 0.42 0.57  1.129
O 1.52 1.58 -3.37  -0.008
C 0.68 1.33 -2.50  -0.517
N 0.86 1.01 -1.23  0.003
C 2.16 1.02 -0.72  -0.260
C 3.26 0.49 -1.37  -0.049
C 4.52 0.52 -0.79  -0.113
C 4.69 1.11 0.45  -0.115
C 3.61 1.65 1.12  -0.046
C 2.33 1.59 0.57  -0.231
N 1.16 2.00 1.20  0.017
C 1.18 2.88 2.19  -0.506
O 2.14 3.47 2.70  -0.010
C -0.19 3.18 2.73  -0.209
C -0.30 4.25 3.61  -0.019
C -1.52 4.55 4.17  -0.076
C -2.59 3.72 3.86  -0.062
C -2.40 2.68 2.97  -0.201
N -1.23 2.42 2.39  0.061
C -0.78 1.41 -2.89  -0.221
C -1.07 1.55 -4.24  -0.021
C -2.39 1.60 -4.65  -0.073
C -3.37 1.53 -3.68  -0.065
C -2.99 1.42 -2.35  -0.176
N -1.73 1.35 -1.95  0.068
H 3.13 0.05 -2.35  0.104
H 5.37 0.09 -1.31  0.086
H 5.67 1.15 0.91  0.089
H 3.74 2.13 2.08  0.094
H 0.60 4.81 3.82  0.106
H -1.64 5.39 4.84  0.095
H -3.57 3.88 4.29  0.097
H -3.23 2.03 2.72  0.008
H -0.24 1.62 -4.93  0.109
H -2.64 1.69 -5.70  0.098
H -4.42 1.55 -3.95  0.095
H -3.74 1.38 -1.57  0.029
Br 4.42 -5.03 0.81  0.706
C 3.26 -3.53 0.67  -0.666
C 2.50 -3.36 -0.47  -0.086
C 1.66 -2.26 -0.50  -0.157
N 1.54 -1.39 0.49  0.016
C 2.30 -1.56 1.58  -0.218
C 3.18 -2.64 1.71  -0.048
C 2.12 -0.63 2.69  -0.220
C 3.21 -0.27 3.50  -0.081
C 2.97 0.54 4.58  -0.671
Br 4.41 1.14 5.66  0.712
C 1.67 0.92 4.90  -0.083
C 0.66 0.52 4.03  -0.161
N 0.88 -0.19 2.94  0.105
H 2.56 -4.04 -1.30  0.101
H 1.02 -2.08 -1.36  0.086
H 3.76 -2.78 2.62  0.107
H 4.20 -0.60 3.25  0.108
H 1.45 1.52 5.76  0.105
H -0.37 0.74 4.26  0.011
S -4.43 -2.60 2.16  -0.267
As -2.81 -1.23 2.07  -0.568
S -3.34 0.44 0.74  0.030
S -1.05 -2.20 1.22  0.054
S -2.53 -0.54 4.06  -0.086
N -4.17 -4.59 -4.65  0.164
C -3.20 -3.72 -5.02  -0.509
O -2.84 -3.61 -6.18  0.041
C -2.62 -2.92 -3.91  -0.140
C -1.36 -2.34 -4.10  0.008
C -0.80 -1.61 -3.07  -0.140
N -1.39 -1.43 -1.89  0.052
C -2.59 -1.98 -1.71  -0.163
C -3.25 -2.71 -2.68  0.011
H -4.57 -5.20 -5.36  0.105
H -4.40 -4.75 -3.69  0.090
H -0.86 -2.46 -5.05  0.114
H 0.17 -1.15 -3.19  0.106
H -3.06 -1.82 -0.75  0.015
H -4.23 -3.09 -2.46  0.110

---

# 2
ORCA calculation (wB97M-V/def2-TZVPD) on a single C4H8S2 molecule in a non-equilibrium geometry.

Values from the calculation:
E_LUMO (alpha / beta) = 0.78 / -2.37 eV
2S+1 = 3
electronic energy = -25943.6624 eV
orbital gap (alpha / beta) = 0.2758 / 0.2572 Eh
charge = 0
ΔE to the lowest compared entry with this formula, charge and spin = 0.7723 eV

Last column: Löwdin charge in e.
CARTESIAN COORDINATES (ANGSTROEM)
C -1.04 0.20 -1.81  -0.753
C 0.91 -0.76 1.52  -0.145
C 0.43 -0.76 0.03  -0.367
C -0.37 0.45 -0.21  -0.720
S -2.41 -0.55 -2.01  0.723
S 0.55 2.05 -0.25  0.704
H -0.43 0.88 -2.46  0.044
H 0.01 -0.65 2.21  0.083
H 1.49 -1.74 1.54  0.089
H 1.41 0.23 1.80  0.062
H 1.41 -0.90 -0.65  0.149
H -0.22 -1.77 -0.16  0.147
H -1.02 0.67 0.62  0.066
H -0.71 2.64 -0.18  -0.082

---

# 3
ORCA calculation (wB97M-V/def2-TZVPD) on 2 unconnected molecules or ions with the total composition C13H17F3NO4 in a non-equilibrium geometry.

Values from the calculation:
E_LUMO = -5.14 eV
electronic energy = -31583.1385 eV
orbital gap = 0.3111 Eh
charge = +1

Last column: Löwdin charge in e.
CARTESIAN COORDINATES (ANGSTROEM)
C -4.23 0.38 1.77  -0.073
C -3.80 -1.04 1.33  -0.193
C -2.30 -1.33 1.44  -0.102
N -1.46 -0.14 1.15  -0.051
C -0.68 0.38 2.12  0.021
C 0.10 1.51 1.88  0.069
C 0.05 2.10 0.63  -0.089
C 0.90 3.31 0.33  -0.483
O 1.72 3.66 1.10  0.201
O 0.69 3.86 -0.88  0.115
C -0.77 1.55 -0.36  0.065
C -1.52 0.42 -0.07  0.029
H -3.45 0.94 2.26  0.066
H -5.06 0.32 2.47  0.079
H -4.57 0.95 0.91  0.077
H -4.31 -1.77 1.95  0.115
H -4.10 -1.19 0.30  0.105
H -1.98 -2.09 0.73  0.139
H -2.04 -1.69 2.42  0.129
H -0.68 -0.11 3.07  0.149
H 0.74 1.90 2.65  0.143
H 0.13 4.65 -0.82  0.150
H -0.82 1.97 -1.35  0.138
H -2.16 -0.06 -0.79  0.156
C 2.89 0.48 -0.69  -0.047
C 2.58 -0.97 -0.39  -0.197
O 2.22 -1.69 -1.58  0.021
C 3.24 -2.12 -2.33  -0.389
O 4.40 -1.96 -2.10  0.191
C 2.69 -2.89 -3.54  -0.554
F 1.66 -2.23 -4.10  0.163
F 2.25 -4.09 -3.14  0.172
F 3.63 -3.06 -4.45  0.192
H 2.06 0.95 -1.22  0.074
H 3.07 1.03 0.24  0.086
H 3.78 0.57 -1.32  0.091
H 1.71 -1.05 0.26  0.109
H 3.41 -1.46 0.11  0.132

---

# 4
ORCA calculation (wB97M-V/def2-TZVPD) on 8 unconnected molecules or ions with the total composition C27H75N6O8 in a non-equilibrium geometry.

Values from the calculation:
E_LUMO (alpha / beta) = 0.40 / -1.08 eV
2S+1 = 2
electronic energy = -54526.0893 eV
orbital gap (alpha / beta) = 0.3245 / 0.2700 Eh
charge = 0

Last column: Löwdin charge in e.
CARTESIAN COORDINATES (ANGSTROEM)
C 24.07 -8.24 -19.75  -0.191
O 24.82 -9.18 -20.47  -0.024
H 23.27 -8.89 -19.38  0.079
H 24.48 -7.78 -18.86  0.072
H 23.59 -7.47 -20.36  0.054
C 29.33 -6.67 -21.46  -0.073
C 28.72 -7.20 -20.22  -0.390
C 27.90 -6.11 -19.40  -0.228
O 28.60 -4.92 -19.37  -0.156
C 27.88 -4.01 -18.59  -0.115
N 27.82 -8.34 -20.52  0.063
H 30.25 -6.09 -21.36  0.084
H 28.61 -6.03 -21.98  0.076
H 29.52 -7.42 -22.23  0.079
H 29.55 -7.53 -19.60  0.130
H 27.87 -6.57 -18.41  0.122
H 26.91 -6.06 -19.83  0.108
H 26.91 -3.77 -19.04  0.082
H 28.56 -3.17 -18.47  0.097
H 27.58 -4.39 -17.61  0.084
H 27.00 -8.02 -21.02  0.060
H 27.41 -8.67 -19.65  0.031
C 20.25 -11.33 -18.36  -0.082
C 21.65 -11.90 -18.44  -0.432
C 21.82 -13.44 -18.15  -0.159
O 23.23 -13.63 -18.32  -0.190
C 23.66 -14.95 -17.96  -0.097
N 22.05 -11.58 -19.77  0.031
H 19.88 -11.45 -17.34  0.069
H 19.56 -12.01 -18.85  0.081
H 20.07 -10.31 -18.69  0.074
H 22.37 -11.35 -17.83  0.107
H 21.23 -14.03 -18.85  0.117
H 21.42 -13.79 -17.19  0.115
H 23.47 -15.20 -16.91  0.081
H 24.74 -14.93 -18.05  0.085
H 23.30 -15.70 -18.66  0.084
H 21.33 -11.95 -20.37  0.063
H 21.71 -10.64 -19.95  0.039
C 29.86 -11.19 -19.49  -0.099
C 28.52 -11.69 -19.58  -0.482
C 27.67 -11.05 -18.49  -0.200
O 26.36 -11.62 -18.36  -0.154
C 25.61 -10.87 -17.31  -0.064
N 28.01 -11.47 -20.93  0.064
H 30.31 -11.54 -18.57  0.087
H 29.80 -10.11 -19.34  0.076
H 30.52 -11.41 -20.33  0.094
H 28.54 -12.77 -19.46  0.143
H 27.56 -9.98 -18.67  0.089
H 28.21 -11.21 -17.56  0.125
H 24.59 -11.21 -17.13  0.061
H 25.41 -9.83 -17.53  0.057
H 26.13 -10.92 -16.35  0.082
H 28.74 -11.82 -21.53  0.062
H 28.19 -10.48 -20.92  0.017
C 21.97 -11.34 -24.91  -0.061
C 23.08 -11.26 -23.88  -0.431
C 24.29 -10.54 -24.49  -0.195
O 25.40 -10.75 -23.62  -0.177
C 26.62 -10.23 -24.13  -0.108
N 22.62 -10.79 -22.58  0.061
H 21.32 -10.47 -24.74  0.074
H 21.46 -12.28 -24.71  0.079
H 22.37 -11.28 -25.92  0.072
H 23.43 -12.28 -23.69  0.132
H 24.08 -9.47 -24.55  0.097
H 24.55 -10.92 -25.48  0.121
H 27.37 -10.39 -23.35  0.069
H 26.59 -9.19 -24.44  0.071
H 26.95 -10.73 -25.04  0.079
H 21.62 -10.74 -22.65  0.055
H 22.94 -9.86 -22.34  0.052
C 21.12 -6.38 -17.99  -0.073
C 19.96 -6.36 -17.06  -0.455
C 19.96 -5.22 -16.01  -0.196
O 18.96 -5.39 -14.98  -0.179
C 19.04 -4.35 -14.02  -0.116
N 18.69 -6.21 -17.80  0.028
H 21.14 -5.52 -18.66  0.084
H 20.98 -7.22 -18.66  0.071
H 22.08 -6.49 -17.49  0.071
H 19.74 -7.28 -16.52  0.124
H 19.91 -4.28 -16.56  0.126
H 20.99 -5.26 -15.66  0.117
H 19.81 -4.52 -13.27  0.085
H 18.07 -4.45 -13.54  0.090
H 19.20 -3.39 -14.51  0.087
H 17.91 -5.87 -17.26  0.069
H 18.50 -7.14 -18.15  0.063
C 24.23 -6.94 -23.66  -0.050
C 24.21 -5.41 -23.34  -0.402
C 24.82 -5.02 -21.99  -0.195
O 25.05 -3.63 -21.67  -0.192
C 23.84 -2.91 -21.41  -0.095
N 25.01 -4.72 -24.38  0.034
H 25.25 -7.34 -23.59  0.073
H 23.75 -7.21 -24.60  0.074
H 23.58 -7.39 -22.92  0.059
H 23.19 -5.04 -23.43  0.121
H 25.87 -5.30 -22.07  0.114
H 24.54 -5.67 -21.15  0.100
H 23.25 -3.46 -20.67  0.079
H 23.24 -2.82 -22.32  0.080
H 23.96 -1.91 -20.99  0.085
H 24.48 -4.41 -25.18  0.067
H 25.32 -3.82 -24.04  0.058
C 22.69 -8.88 -15.62  -0.060
C 22.65 -10.20 -14.74  -0.275
O 23.95 -10.38 -14.21  -0.087
H 23.26 -8.13 -15.07  0.073
H 21.74 -8.46 -15.94  0.047
H 23.32 -9.00 -16.50  0.039
H 22.28 -11.06 -15.31  0.094
H 22.01 -9.98 -13.89  0.104
H 23.87 -10.68 -13.30  0.081

---

# 5
ORCA calculation (wB97M-V/def2-TZVPD) on a molecular structure, C28H52ClF5O17Si2 in a non-equilibrium geometry.

Values from the calculation:
E_LUMO = 0.04 eV
electronic energy = -106547.7914 eV
orbital gap = 0.3720 Eh
charge = 0
ΔE to the lowest compared entry with this formula, charge and spin = 11.4860 eV

Last column: Löwdin charge in e.
CARTESIAN COORDINATES (ANGSTROEM)
C -0.22 -0.71 3.02  -0.135
C 0.55 -1.87 2.14  -0.248
C 2.21 -1.69 2.15  -0.255
C 2.93 -2.45 0.89  -0.269
Si 2.84 -1.36 -0.74  0.247
Cl 1.12 -2.05 -1.81  0.412
C 4.54 -1.71 -1.66  -0.222
C 5.83 -1.56 -0.61  -0.209
O 5.74 -0.33 0.22  -0.130
C 6.46 0.80 -0.41  -0.231
O 6.23 1.16 -1.69  -0.045
C 7.64 1.69 0.36  -0.137
C 7.05 3.07 1.05  -0.137
O 2.78 0.30 -0.19  -0.300
Si 1.96 1.36 -1.34  0.600
F 1.98 0.81 -3.02  -0.212
C 2.94 3.05 -1.31  -0.163
C 2.28 4.17 -2.35  -0.221
O 3.38 4.82 -3.09  -0.093
C 3.40 4.45 -4.51  -0.237
O 3.73 5.43 -5.39  -0.037
C 3.10 2.96 -5.15  -0.159
C 3.40 2.85 -6.76  -0.121
C 0.21 1.75 -0.62  -0.238
F 0.37 1.78 0.88  -0.046
F -0.38 3.03 -1.05  -0.022
C -0.93 0.58 -0.93  -0.096
F -1.06 0.26 -2.38  -0.048
F -2.25 1.19 -0.54  -0.060
H 0.58 0.05 3.47  0.087
H -1.07 -0.15 2.44  0.068
H -0.74 -1.30 3.92  0.081
H 0.14 -1.97 1.03  0.072
H 0.34 -2.93 2.64  0.115
H 2.58 -2.25 3.13  0.117
H 2.55 -0.57 2.26  0.102
H 2.29 -3.44 0.69  0.096
H 4.02 -2.81 1.14  0.076
H 4.59 -2.85 -2.03  0.107
H 4.71 -0.99 -2.59  0.097
H 6.87 -1.55 -1.21  0.146
H 5.91 -2.51 0.11  0.130
H 8.16 1.07 1.24  0.126
H 8.44 2.04 -0.45  0.134
H 6.07 3.47 0.53  0.079
H 7.84 3.95 0.96  0.090
H 6.84 2.95 2.21  0.086
H 2.89 3.45 -0.22  0.102
H 4.06 2.88 -1.68  0.105
H 1.43 3.71 -3.04  0.119
H 1.73 5.00 -1.69  0.147
H 3.68 2.10 -4.56  0.123
H 1.95 2.74 -4.95  0.117
H 4.25 3.55 -7.15  0.086
H 3.75 1.74 -6.97  0.085
H 2.35 3.05 -7.30  0.093
H -0.78 -0.35 -0.24  0.145
C -4.34 -6.54 -1.06  -0.051
O -4.06 -5.66 -2.14  -0.008
C -2.82 -5.10 -2.09  -0.558
O -1.98 -5.29 -1.23  0.103
O -2.69 -4.29 -3.17  -0.004
C -1.42 -3.62 -3.25  -0.084
H -5.35 -6.93 -1.20  0.095
H -3.64 -7.39 -1.05  0.099
H -4.31 -6.01 -0.10  0.093
H -0.61 -4.35 -3.34  0.095
H -1.27 -2.97 -2.38  0.037
H -1.43 -3.00 -4.15  0.101
C -2.74 -4.61 8.30  -0.053
O -2.41 -4.08 7.02  -0.013
C -3.17 -4.56 6.00  -0.560
O -4.07 -5.38 6.10  0.109
O -2.76 -3.97 4.85  -0.018
C -3.47 -4.39 3.69  -0.051
H -2.07 -4.16 9.03  0.094
H -3.77 -4.36 8.57  0.099
H -2.58 -5.70 8.31  0.099
H -4.53 -4.13 3.78  0.100
H -3.35 -5.47 3.52  0.099
H -3.06 -3.86 2.83  0.092
C -3.05 3.03 -2.81  -0.059
O -4.32 3.46 -3.28  -0.005
C -4.94 2.58 -4.10  -0.558
O -4.50 1.50 -4.46  0.108
O -6.14 3.11 -4.46  -0.012
C -6.90 2.29 -5.34  -0.055
H -2.64 3.81 -2.16  0.090
H -3.14 2.11 -2.23  0.073
H -2.36 2.90 -3.65  0.101
H -7.15 1.33 -4.86  0.098
H -6.37 2.12 -6.28  0.098
H -7.84 2.81 -5.57  0.093
C -4.81 2.01 6.34  -0.053
O -4.42 1.98 4.97  -0.012
C -3.50 2.91 4.63  -0.560
O -3.01 3.75 5.38  0.107
O -3.22 2.77 3.31  -0.012
C -2.26 3.69 2.80  -0.048
H -5.55 1.22 6.51  0.093
H -3.95 1.82 7.00  0.098
H -5.28 2.97 6.59  0.099
H -1.30 3.57 3.31  0.099
H -2.63 4.72 2.90  0.100
H -2.12 3.48 1.74  0.084

---

# 6
ORCA calculation (wB97M-V/def2-TZVPD) on a molecular structure, C17H25N3O5P2SeTc.

Values from the calculation:
E_LUMO (alpha / beta) = 0.21 / -1.75 eV
2S+1 = 4
electronic energy = -118866.6283 eV
orbital gap (alpha / beta) = 0.3181 / 0.2527 Eh
charge = 0
ΔE to the lowest compared entry with this formula, charge and spin = 0.4048 eV

Last column: Löwdin charge in e.
CARTESIAN COORDINATES (ANGSTROEM)
Tc -0.08 -0.47 1.25  1.446
N 1.51 -2.07 0.77  -0.066
C 2.01 -2.51 2.08  -0.139
C 2.27 -1.25 2.91  -0.523
O 3.27 -1.14 3.61  0.069
N 1.31 -0.30 2.73  -0.146
C 1.70 1.08 2.93  -0.106
C 1.71 1.76 1.55  -0.566
O 2.34 2.75 1.29  0.096
O 0.94 1.12 0.68  -0.271
H 1.14 -2.84 0.22  0.093
H 2.25 -1.64 0.22  0.066
H 2.93 -3.09 2.01  0.123
H 1.24 -3.12 2.56  0.113
H 2.69 1.15 3.39  0.125
H 0.99 1.62 3.57  0.129
C -1.75 -1.76 -1.74  -0.243
P -1.61 -0.25 -0.72  0.838
C -3.34 0.00 -0.24  -0.243
C -1.18 1.11 -1.82  -0.362
C -2.10 2.13 -2.05  -0.076
C -1.76 3.22 -2.84  -0.065
C -0.51 3.29 -3.43  -0.064
C 0.41 2.28 -3.20  -0.085
C 0.10 1.19 -2.40  -0.381
P 1.35 -0.13 -2.10  0.883
C 2.88 0.85 -1.84  -0.267
C 1.62 -0.70 -3.83  -0.282
H -2.37 -1.57 -2.61  0.057
H -2.20 -2.54 -1.13  0.032
H -0.76 -2.09 -2.06  0.011
H -3.99 0.01 -1.12  0.059
H -3.45 0.92 0.32  0.037
H -3.63 -0.84 0.39  0.052
H -3.07 2.10 -1.59  0.096
H -2.49 4.01 -3.00  0.109
H -0.24 4.14 -4.05  0.108
H 1.39 2.35 -3.66  0.097
H 3.15 1.44 -2.72  0.037
H 3.71 0.17 -1.63  0.041
H 2.75 1.50 -0.98  0.023
H 1.83 0.12 -4.51  0.036
H 0.72 -1.22 -4.19  0.032
H 2.45 -1.41 -3.86  0.037
C -1.46 -0.47 4.37  -0.073
O -1.82 0.66 3.57  -0.069
C -1.40 0.80 2.30  -0.553
O -1.83 1.74 1.67  0.011
H -1.64 -0.17 5.40  0.094
H -0.41 -0.73 4.23  0.061
H -2.10 -1.32 4.12  0.078
Se -2.61 -4.66 1.77  0.591
C -1.73 -3.14 1.72  -0.959
N -1.16 -2.12 1.67  -0.139

---

# 7
ORCA calculation (wB97M-V/def2-TZVPD) on a molecular structure, C12H19Br4NO8P2SiV in a non-equilibrium geometry.

Values from the calculation:
E_LUMO (alpha / beta) = -4.71 / -4.78 eV
electronic energy = -362935.2620 eV
orbital gap (alpha / beta) = 0.2384 / 0.2359 Eh
charge = +1
ΔE to the lowest compared entry with this formula, charge and spin = 1.4282 eV

Last column: Löwdin charge in e.
CARTESIAN COORDINATES (ANGSTROEM)
V -0.28 -0.23 0.50  0.989
N -3.40 1.82 0.36  0.216
C -2.19 2.40 -0.34  -0.478
C -2.52 3.69 -1.05  -0.049
P -0.88 2.60 0.96  0.410
O -1.80 3.28 2.09  -0.109
O 0.33 3.32 0.59  -0.186
O -0.72 1.13 1.44  -0.343
P -1.49 1.06 -1.44  0.364
O -2.48 1.09 -2.68  -0.076
O -0.06 1.22 -1.76  -0.190
O -1.83 -0.19 -0.57  -0.348
H -3.49 2.20 1.31  0.154
H -3.25 0.79 0.40  0.142
H -4.26 2.01 -0.16  0.179
H -2.91 4.43 -0.35  0.098
H -3.25 3.53 -1.85  0.092
H -1.62 4.10 -1.50  0.108
H -1.33 4.00 2.56  0.119
H -2.02 1.03 -3.53  0.122
Br 6.31 -1.33 -0.42  0.788
C 4.44 -1.39 -0.55  -0.729
C 3.83 -1.99 -1.66  -0.728
Br 4.87 -2.74 -3.02  0.790
C 2.44 -2.05 -1.76  -0.641
Br 1.55 -2.88 -3.19  0.828
C 1.67 -1.48 -0.76  -0.358
O 0.36 -1.38 -0.66  -0.157
C 2.29 -0.82 0.33  -0.335
O 1.37 -0.25 1.07  -0.095
C 3.67 -0.80 0.46  -0.640
Br 4.41 0.01 1.97  0.839
C -1.58 -4.04 3.33  -0.174
Si -0.76 -3.34 1.78  0.503
C -1.63 -3.89 0.20  -0.163
C 1.10 -3.67 1.81  -0.145
C -1.04 -1.45 1.96  -0.202
H -1.49 -5.12 3.37  0.037
H -2.65 -3.80 3.35  0.033
H -1.13 -3.63 4.23  0.036
H -1.80 -4.96 0.20  0.038
H -1.04 -3.64 -0.68  0.020
H -2.59 -3.39 0.10  0.035
H 1.33 -4.67 2.17  0.042
H 1.60 -2.96 2.48  0.043
H 1.54 -3.57 0.82  0.027
H -0.58 -1.10 2.89  0.055
H -2.11 -1.25 2.00  0.041